[1]
Computed, not measured: a molecular structure, ClNa3, with the ωB97M-V functional and the def2-TZVPD basis.

```
4
Properties=species:S:1:pos:R:3:lowdin_charge:R:1
Na -1.740 0.965 -1.972 0.475
Na 0.247 -1.770 -0.780 0.314
Na 1.702 -0.031 2.299 0.518
Cl -0.208 0.836 0.453 -0.306
```

Calculated values
- Total charge: +1
- 2S+1: 2
- Kohn-Sham gap (alpha / beta): 3.77 / 9.50 eV
- <S²>: 0.751
- LUMO energy (alpha / beta): -4.030 / -3.962 eV
- Highest occupied orbital energy (alpha / beta): -7.802 / -13.462 eV
- Molar mass: 104.4 g mol⁻¹

[2]
Computed, not measured: a molecular structure, C3H4O3Pb at a distorted geometry, with the ωB97M-V functional and the def2-TZVPD basis.

```
11
Properties=species:S:1:pos:R:3:lowdin_charge:R:1
H 1.943 -1.856 0.303 0.027
O -0.135 2.241 -0.241 -0.412
O 1.614 -0.227 1.472 -0.485
C 1.217 -1.219 0.843 -0.376
C -0.876 -0.015 -1.127 -0.221
O -1.980 0.874 -1.012 -0.145
C -0.877 1.138 -0.050 -0.721
H 0.216 -1.615 1.107 0.031
H -1.219 -1.059 -1.166 0.077
H -0.180 0.181 -1.958 0.080
Pb 0.277 1.556 1.828 1.145
```

Calculated values
- Total charge: -1
- 2S+1: 2
- Kohn-Sham gap (alpha / beta): 4.76 / 6.45 eV
- <S²>: 0.753
- LUMO energy (alpha / beta): 3.367 / 3.306 eV
- Highest occupied orbital energy (alpha / beta): -1.391 / -3.145 eV
- Energy relative to the best compared isomer or geometry (same formula, charge and spin): 3.6504 eV
- Molar mass: 295.3 g mol⁻¹

[3]
Computed, not measured: 3 unconnected molecules or ions with the total composition C3H9O5 at a distorted geometry, with the ωB97M-V functional and the def2-TZVPD basis.

```
17
Properties=species:S:1:pos:R:3:lowdin_charge:R:1
O -0.819 1.102 0.848 0.003
C 0.157 0.538 0.426 -0.694
O 0.751 -0.431 0.880 -0.035
C 0.703 1.186 -0.955 -0.082
C 1.853 0.333 -1.504 -0.327
O 1.567 -1.058 -1.462 -0.168
H 1.159 2.167 -0.778 0.095
H -0.097 1.129 -1.778 0.129
H 1.836 0.456 -2.581 0.092
H 2.839 0.629 -1.081 0.108
H 1.438 -1.417 -0.461 0.129
H -0.873 -2.931 0.473 0.010
H -1.080 -1.616 1.102 0.065
O -1.646 -2.445 0.803 -0.128
H -2.670 0.677 2.745 -0.035
H -2.121 0.992 1.442 -0.032
O -2.999 0.691 1.880 -0.128
```

Calculated values
- Total charge: -1
- Kohn-Sham gap: 9.07 eV
- LUMO energy: 3.825 eV
- Highest occupied orbital energy: -5.246 eV
- Energy relative to the best compared isomer or geometry (same formula, charge and spin): 1.3856 eV
- Molar mass: 125.1 g mol⁻¹

[4]
Computed, not measured: 2 unconnected molecules or ions with the total composition C3H3F2NO at a distorted geometry, with the ωB97M-V functional and the def2-TZVPD basis.

```
10
Properties=species:S:1:pos:R:3:lowdin_charge:R:1
C -1.186 0.350 -0.855 -0.211
C 0.680 -1.466 0.043 -0.060
C -0.448 0.908 0.205 -0.434
N -1.743 -0.164 -1.728 0.169
O 0.657 1.678 0.057 0.079
F 1.325 -1.636 1.160 0.005
F -0.941 0.737 1.398 0.134
H 1.358 -1.272 -0.845 0.108
H -0.393 -1.648 -0.031 0.058
H 0.692 2.514 0.595 0.152
```

Calculated values
- Kohn-Sham gap (alpha / beta): 7.95 / 8.72 eV
- LUMO energy (alpha / beta): -0.403 / 0.298 eV
- Highest occupied orbital energy (alpha / beta): -8.356 / -8.420 eV
- Energy relative to the best compared isomer or geometry (same formula, charge and spin): 4.1094 eV
- Molar mass: 107.1 g mol⁻¹